1.
DFT (ωB97M-V/def2-TZVPD) results for C17H21HfN3O3 as an isolated structure at a distorted geometry.

Structure (XYZ):
```
45
Properties=species:S:1:pos:R:3:forces:R:3
N -0.72075 -1.74539 1.20212 -1.3942 -0.5110 -0.3397
C -1.23800 -2.58316 1.82584 1.5097 0.3369 -0.0754
C -1.65432 -3.66590 2.68050 -0.4236 -0.3104 0.2020
H -1.59920 -4.62595 2.14222 0.0356 0.2634 0.0304
H -2.68680 -3.52758 3.03996 0.2450 0.0362 -0.1140
H -0.98449 -3.71024 3.55244 -0.0589 0.0772 -0.1615
N -0.63604 2.23210 0.54461 -1.1308 -0.0381 -0.5109
C -1.00125 3.30670 0.77768 1.2403 -0.2848 0.4328
C -1.22460 4.67216 1.17593 -0.4650 0.3381 -0.0959
H -2.21728 4.77107 1.64418 0.2711 0.0457 -0.0937
H -1.16932 5.32913 0.29357 -0.0140 -0.1164 0.2319
H -0.44537 4.95685 1.89811 -0.1278 -0.0693 -0.1123
N 0.70165 -0.54726 -2.05621 -1.0446 -0.3464 -1.5563
C 0.93656 -0.74688 -3.18590 0.8455 -0.0146 1.9401
C 1.46402 -1.03997 -4.48706 -0.0123 -0.0326 -0.7817
H 2.39049 -0.46375 -4.64827 -0.2129 -0.0767 0.1329
H 0.75259 -0.77981 -5.28937 0.1506 -0.0530 0.2640
H 1.70013 -2.11389 -4.56755 -0.0927 0.2117 0.1335
Hf -0.65405 0.02545 -0.27582 9.0642 0.5796 4.1644
C 1.44888 1.88364 -1.08088 3.8527 1.3061 -0.5961
O 2.52522 2.28406 -1.16664 -3.9124 -1.3119 0.2850
C -0.12965 0.54568 2.54797 1.8549 -0.2642 3.3481
O 0.47460 0.54760 3.52520 -2.1036 0.0980 -3.2346
C -2.93642 -0.49114 0.15589 -1.5653 0.2552 0.0190
C -2.49993 -1.41332 -0.81019 -1.0172 -0.7701 -0.4894
C -1.97772 -0.96835 -2.01420 -0.8496 -0.6724 -0.8530
C -1.87671 0.40750 -2.27698 -1.1963 0.6603 -0.8824
C -2.34523 1.32378 -1.33614 -1.0284 0.6077 -1.3161
C -2.87703 0.87310 -0.11936 -1.7110 0.0616 0.3394
H -3.38053 -0.83010 1.08897 0.1261 0.0339 -0.1106
H -2.59398 -2.48007 -0.63024 0.0429 0.1151 -0.0124
H -1.67062 -1.69273 -2.76295 -0.0018 0.0796 0.1043
H -1.49913 0.76735 -3.23131 0.0100 -0.0684 0.1574
H -2.34647 2.38527 -1.58620 0.1016 -0.2393 0.1543
H -3.30108 1.57711 0.59804 0.2394 -0.1331 -0.1478
C 3.37604 0.71030 1.73521 0.5939 -0.0220 0.2432
C 2.70729 -0.41405 1.02487 0.2411 0.6148 0.3325
C 3.54627 -1.62725 0.93907 0.3755 0.0963 0.2076
O 1.54892 -0.31499 0.55645 -1.1528 -0.0428 -0.5138
H 4.36501 0.32410 2.02085 -0.3907 0.7680 0.1191
H 2.84983 1.02131 2.64538 -0.0720 -0.0550 -0.1860
H 3.51991 1.59608 1.10534 -0.1641 -0.1294 0.0160
H 3.09461 -2.46384 1.45668 -0.3081 -0.3658 -0.0731
H 3.77012 -1.88733 -0.08752 -0.1763 -0.2534 -0.3739
H 4.49384 -1.40741 1.43571 -0.1739 -0.4040 -0.2270
```
Positions in Å, forces in eV/Å.

## Properties
LUMO level: -15.46 eV
charge: +4
frontier orbital gap: 7.30 eV
E_HOMO: -22.768 eV

---

2.
DFT (ωB97M-V/def2-TZVPD) results for C6H14N2O as an isolated structure at a distorted geometry.

Structure (XYZ):
```
23
Properties=species:S:1:pos:R:3:forces:R:3
C -0.57290 0.88372 -1.21342 -0.2275 -0.2966 -0.4434
C -1.66090 1.64380 -1.96810 0.1716 -0.1409 0.3324
C 0.33003 0.10808 -2.16984 -0.1423 0.1106 0.3642
O 0.18949 1.76585 -0.39810 0.1927 0.3499 0.1367
H 0.62106 2.41069 -0.97167 -0.0016 -0.0287 0.0721
H -1.03374 0.18831 -0.50422 0.0518 0.0636 -0.1220
H -1.21752 2.32475 -2.69494 0.0401 0.0620 -0.0769
H -2.26698 2.22034 -1.27287 -0.0595 0.0522 0.0220
H -2.30538 0.94772 -2.49817 -0.0772 -0.0523 -0.0949
H 1.10213 -0.41683 -1.61159 0.0422 -0.0578 -0.0134
H -0.25404 -0.62132 -2.72395 -0.0353 -0.1021 -0.1028
H 0.80386 0.78507 -2.88124 0.0305 0.0747 -0.0818
C 1.48193 -1.10975 1.12244 0.3180 0.9481 0.4174
N 1.37060 -0.02431 1.66218 0.0679 -0.1966 0.0242
C -1.57556 -1.19128 2.34008 -0.4610 -0.0658 -0.1810
C 1.71459 -2.31025 0.69272 -0.0545 -0.7600 -0.2811
N -1.48670 -1.65762 1.30060 0.0831 -0.1293 -0.1463
H 1.03791 0.77623 1.12850 -0.0653 -0.0393 -0.3666
H 1.09940 -0.14617 3.81245 -0.7067 -0.0570 1.6969
H 0.79797 -0.17898 4.55820 0.6407 0.0454 -1.4556
H -1.79395 -0.75144 3.27860 0.2179 0.1392 0.3485
H 0.94086 -3.05587 0.70547 -0.2415 -0.0357 -0.0021
H 2.67783 -2.59072 0.30685 0.2158 0.1165 -0.0466
```
Positions in Å, forces in eV/Å.

## Properties
LUMO level: 0.92 eV
frontier orbital gap: 9.57 eV
E_HOMO: -8.648 eV

---

3.
DFT (ωB97M-V/def2-TZVPD) results for C4H9Cl6HgO as an isolated structure at a distorted geometry.

Structure (XYZ):
```
21
Properties=species:S:1:pos:R:3:forces:R:3
Hg -0.97115 4.32466 -5.17671 0.1353 -0.1449 0.2677
C 1.33274 2.00290 -0.80407 -2.8057 -0.8746 -1.6367
O 0.37987 2.36902 -1.73866 2.1379 -0.4784 1.4978
H 2.22571 2.62723 -0.77369 0.5612 1.1598 -0.1189
H 0.88789 2.10359 0.18591 -0.0491 0.6000 0.5271
H 1.77076 1.01810 -0.96659 0.0296 -0.2739 -0.5642
C 0.14119 -2.97383 -4.12683 -1.4984 -0.3980 1.4260
Cl 0.85195 -1.85880 -5.23655 0.1478 0.3236 -0.6454
Cl -0.14122 -4.62884 -4.71132 0.7791 0.1330 0.0155
H 0.67682 -2.87600 -3.18257 0.4513 -0.8198 -0.3069
H -0.88104 -2.72788 -3.83934 0.1122 0.7603 -0.4771
C 3.08911 -0.78540 3.99923 0.9398 -0.2961 0.6628
Cl 2.12084 -1.03015 5.46836 -0.0410 0.2103 -0.4119
Cl 2.94137 -2.15618 2.86830 -0.2073 0.5943 -0.0038
H 2.91414 0.19793 3.56271 -0.5329 -0.4192 -0.2006
H 4.12872 -0.79089 4.32679 -0.1524 -0.0717 -0.0419
C -4.12405 1.07755 2.01413 -0.9928 -1.6038 0.0064
Cl -5.46978 0.94151 0.81035 0.2832 0.6825 0.3516
Cl -4.69194 1.46145 3.68591 0.5060 0.2308 -1.2150
H -3.86071 0.02016 2.04001 0.5806 0.3903 0.3396
H -3.32125 1.68382 1.59455 -0.3844 0.2955 0.5278
```
Positions in Å, forces in eV/Å.

## Properties
LUMO level: -10.49 eV
charge: +1
frontier orbital gap: 2.34 eV
E_HOMO: -12.826 eV

---

4.
DFT (ωB97M-V/def2-TZVPD) results for one molecule with the formula C10H22Si at a distorted geometry.

Structure (XYZ):
```
33
Properties=species:S:1:pos:R:3:forces:R:3
C 2.42082 0.17333 1.92464 1.0048 1.6131 -2.4747
C 2.30747 0.79406 0.74481 -1.0135 1.4289 -0.5503
Si 0.90382 0.84895 -0.45501 -1.5563 -4.7438 1.5424
C 0.78373 -1.32990 -0.80364 -2.4524 2.6188 -1.6293
C 2.03761 -1.87317 -1.55137 -1.3202 4.4719 3.5526
C 0.33318 -2.06185 0.45216 2.2899 -2.3124 -1.7204
C -0.27528 -3.46590 0.18617 0.1506 0.2285 1.9554
C -0.71297 1.59863 0.18145 0.7337 0.4464 3.9817
C -0.58997 3.08576 0.63597 0.7497 -1.5700 2.7802
C -1.84912 1.31299 -0.69383 -1.3228 2.6556 -2.2837
C -3.32915 1.64608 -0.31415 3.2472 -2.2022 -0.0393
H 3.36389 0.38490 2.38744 0.0007 -0.5367 1.1494
H 1.64220 -0.48632 2.16501 -0.4550 -0.8855 1.1205
H 2.94513 1.56771 0.35269 1.4930 -0.0042 0.7131
H 0.96296 1.37040 -1.73838 0.9599 1.0414 -1.8753
H -0.18693 -1.34296 -1.44628 1.6013 -0.1544 0.4066
H 1.95878 -2.85541 -1.59315 0.0897 -4.6909 -0.2767
H 2.15180 -1.44691 -2.48622 0.3206 0.8995 -1.8694
H 2.79081 -1.51741 -0.84501 0.8048 -0.5638 -0.4911
H -0.43925 -1.49616 0.82226 -1.6447 1.3572 1.6189
H 1.19078 -2.19088 1.11671 -0.2764 0.2356 0.3879
H -0.82633 -3.80714 1.08759 0.3800 0.1338 -0.3315
H 0.32910 -4.29392 -0.12660 1.0723 -0.1400 0.0429
H -0.98788 -3.40874 -0.56301 -1.6557 0.4131 -1.5859
H -0.91791 1.09158 1.21558 0.4250 0.3144 -1.6033
H 0.38666 3.39067 1.04467 0.0317 -0.4054 -0.3765
H -0.89057 3.83179 0.01498 -0.6908 1.8082 -2.6729
H -1.23687 3.27170 1.50336 -0.1118 -0.3233 -0.0055
H -1.76397 0.32099 -0.94077 -0.3047 -2.6964 -0.6816
H -1.65871 1.84102 -1.66777 -0.0665 -0.3082 0.5044
H -3.45527 1.16480 0.60926 -0.8523 -0.8846 1.3552
H -3.93307 1.24287 -1.07371 -1.0784 -0.3154 -0.7783
H -3.45553 2.63843 -0.14584 -0.5531 3.0708 0.1346
```
Positions in Å, forces in eV/Å.

## Properties
structure (SMILES): C=C[SiH]([C@@H](C)CC)[C@@H](C)CC
LUMO level: 0.93 eV
frontier orbital gap: 9.35 eV
E_HOMO: -8.421 eV

---

5.
DFT (ωB97M-V/def2-TZVPD) results for one molecule with the formula C3H6ClN at a distorted geometry.

Structure (XYZ):
```
11
Properties=species:S:1:pos:R:3:forces:R:3
C 1.00407 -0.22339 0.20998 -1.6365 1.0208 0.3311
C -0.48330 0.02779 0.44349 0.5320 -0.7538 -2.3065
C -1.41105 -0.21867 -0.73126 0.6035 -0.6899 0.3516
N 1.85036 0.94189 0.08996 -0.2483 0.7596 -0.4314
Cl 2.71476 1.21921 1.52127 -0.2767 -0.1171 -0.2716
H 1.41887 -0.82046 0.92057 0.8816 -1.8697 2.6525
H 1.04374 -0.86270 -0.63299 0.3047 -0.0146 -1.5690
H -0.99434 0.63879 1.14449 0.6008 0.4737 1.1621
H -2.18668 -0.97448 -0.53429 0.5100 -0.4123 -0.0456
H -0.94542 -0.37002 -1.73586 -0.3225 0.0928 0.9675
H -2.01102 0.64204 -0.69536 -0.9487 1.5103 -0.8406
```
Positions in Å, forces in eV/Å.

## Properties
LUMO level (spin up / spin down): 0.14 / -0.70 eV
frontier orbital gap (spin up / spin down): 9.69 / 7.53 eV
E_HOMO (spin up / spin down): -9.550 / -8.231 eV

---

For each record above, in turn, the calculated ΔE to the lowest compared entry with this formula, charge and spin values are 0.000 4.090 2.921 2.184 4.038 eV.